48
Properties=species:S:1:pos:R:3:forces:R:3 method="wB97M-V/def2-TZVPD" e_lumo_ev=0.155 e_above_lowest_kj_mol=135.2 smiles="CCn1c(SCC(=O)c2ccccc2)nc2sc3c(c2c1=O)CCN(C)C3" total_charge=0 gap_ev=8.25
C 1.574123 -2.714264 3.194043 -0.008 0.056 -0.193
H 0.616473 -2.627577 3.701432 -0.043 -0.009 0.091
C 1.398838 -2.594098 1.684981 0.303 -0.419 0.233
N 0.829795 -1.308869 1.316661 0.011 0.141 -0.122
C -0.508196 -1.102261 1.321934 -0.649 0.475 -0.142
N -1.085761 0.020395 1.026007 -0.239 -0.168 0.135
C -0.277054 1.044743 0.703297 0.778 0.049 -0.038
C 1.107462 0.967707 0.666903 -0.683 0.117 -0.006
C 1.705195 2.208991 0.303651 -0.048 0.280 -0.112
C 0.779596 3.173976 0.063848 -0.126 -0.344 0.103
S -0.861842 2.616442 0.282741 0.455 -0.172 0.036
C 1.127135 4.578995 -0.318975 -0.005 0.264 0.112
N 2.486094 4.673297 -0.819641 -0.049 0.188 -0.045
C 2.599885 4.262517 -2.204573 -0.055 0.021 0.026
H 3.644279 4.328633 -2.504134 0.044 -0.015 -0.077
H 2.020869 4.951137 -2.819943 0.009 -0.033 -0.090
H 2.241904 3.241869 -2.395170 0.013 -0.057 -0.043
C 3.411067 3.986375 0.065399 0.100 -0.168 0.054
C 3.169599 2.471896 0.167068 0.076 0.252 -0.027
H 3.543740 1.959362 -0.723736 0.070 -0.043 0.047
H 3.702747 2.050586 1.020279 0.059 -0.005 -0.072
H 3.299378 4.437878 1.055136 0.075 -0.020 0.016
H 4.426664 4.181856 -0.284893 -0.002 0.016 0.081
H 1.041925 5.229865 0.561438 -0.077 -0.017 -0.102
H 0.436637 4.958108 -1.076131 0.036 0.044 0.022
C 1.747989 -0.276876 0.995522 -0.197 0.160 -0.076
O 2.940674 -0.499360 1.013282 0.273 -0.030 0.039
S -1.536641 -2.462299 1.750248 -0.198 -0.317 0.200
C -3.192924 -1.712314 1.663976 0.228 -0.146 0.291
H -3.636905 -1.776383 2.657676 -0.018 0.047 -0.140
C -4.075498 -2.448288 0.673723 0.056 0.137 0.261
O -5.126119 -2.926955 1.032788 0.056 -0.012 0.005
C -3.577298 -2.575796 -0.713434 -0.109 -0.225 -0.648
C -2.713613 -1.652735 -1.300556 -0.179 -0.078 0.133
C -2.288371 -1.837105 -2.603079 0.045 0.041 -0.105
C -2.713058 -2.937753 -3.330193 0.016 0.017 -0.009
C -3.582141 -3.852814 -2.757446 -0.004 -0.040 -0.062
C -4.017715 -3.669517 -1.459982 0.033 0.118 0.194
H -4.696188 -4.369710 -0.996016 -0.062 -0.051 0.026
H -3.920950 -4.706666 -3.324822 -0.024 -0.074 -0.043
H -2.371620 -3.077973 -4.345144 0.030 -0.013 -0.081
H -1.622812 -1.116101 -3.054650 0.044 0.065 -0.036
H -2.390662 -0.778605 -0.756561 0.066 0.045 0.093
H -3.030161 -0.670682 1.382526 -0.090 -0.020 0.008
H 0.749829 -3.386085 1.303662 0.137 0.071 -0.064
H 2.374501 -2.649895 1.195531 -0.260 -0.059 0.003
H 2.240219 -1.933381 3.552864 0.062 0.042 0.043
H 2.008911 -3.680264 3.432463 0.052 -0.110 0.080

15
Properties=species:S:1:pos:R:3:forces:R:3 method="wB97M-V/def2-TZVPD" e_lumo_ev="0.359 / -0.977" e_above_lowest_kj_mol=331.9 total_charge=0 gap_ev="8.65 / 6.66"
C -1.261872 -2.197070 1.827666 0.153 0.608 -0.422
C 0.442417 0.347663 -0.235006 -2.522 -0.073 -2.122
C -1.065710 0.469403 0.302912 4.220 -5.190 1.695
C 1.412221 -1.557622 0.605555 0.000 1.000 3.559
C -1.601127 -1.895368 0.545340 -0.249 1.107 -2.758
N -0.770440 -2.554727 2.805370 -0.282 -0.396 1.709
O 1.498076 -0.233518 0.543101 -1.026 2.076 -0.178
O -1.800930 -0.693557 -0.114921 -0.407 -1.084 1.372
Br 2.040843 -2.418838 2.119362 0.352 0.295 -0.485
Br -1.789290 -3.313940 -0.677950 -0.056 0.053 0.304
H 0.252911 -0.138292 -1.291893 0.955 0.400 1.922
H 0.537068 1.405714 -0.474175 1.651 0.001 0.352
H -0.995293 0.527545 1.378861 -0.597 0.559 0.382
H -1.423848 1.221827 -0.239132 -1.958 3.211 -1.596
H 1.344595 -2.033597 -0.255816 -0.234 -2.566 -3.736

30
Properties=species:S:1:pos:R:3:forces:R:3 method="wB97M-V/def2-TZVPD" e_lumo_ev=0.169 e_above_lowest_kj_mol=486.9 total_charge=0 gap_ev=8.14
C -4.239876 -0.795572 -0.233119 -1.958 -2.601 -0.097
C -3.361280 -1.515347 0.497991 1.374 3.135 -1.437
C -4.008268 0.535997 -0.751698 -0.530 -0.979 -0.096
C -1.984374 -0.914457 0.682513 -0.464 0.924 0.953
C -2.870513 1.205259 -0.459764 -1.911 1.087 -1.169
C -1.896631 0.573418 0.447805 -0.054 1.727 -0.596
C 2.884766 0.702601 0.182115 -3.416 0.195 -0.244
C 2.269772 0.742386 -1.282421 -1.284 -0.789 3.979
C 2.921239 -0.644947 0.847315 -4.263 1.322 0.282
C 1.104659 -0.198119 -1.262598 2.318 -0.099 1.766
C 1.425020 -1.183062 0.857522 3.503 -1.070 -1.551
N 0.719597 -0.983089 -0.378171 -0.120 -1.457 0.196
N -0.886057 1.202175 0.912672 0.685 0.498 0.320
S -0.313081 2.778790 0.534226 -1.502 -0.367 -1.569
H -5.254419 -1.267058 -0.559761 1.844 0.801 0.922
H -3.434000 -2.462914 0.903433 -0.892 -1.829 0.461
H -4.913898 0.810339 -1.358279 1.498 0.767 0.492
H -1.526128 -1.149809 1.674005 -0.255 0.060 -0.832
H -2.920947 2.270404 -0.861509 0.994 -1.437 0.963
H 3.786518 1.114396 0.358278 3.299 1.788 -0.415
H 2.223683 1.312749 0.856703 0.228 -0.331 -0.827
H 1.709694 1.620115 -1.533368 0.530 1.293 0.022
H 2.912459 0.471039 -2.032127 1.803 -0.477 -1.931
H 3.544241 -1.321364 0.474051 2.625 -2.842 -2.419
H 3.285202 -0.551167 1.835099 0.027 0.402 1.414
H 0.510088 -0.169056 -2.066491 -2.325 0.306 -3.356
H -1.239518 -1.160377 -0.094405 -0.207 -1.045 0.099
H 1.482907 -2.280299 1.074464 -0.796 1.078 0.394
H 0.972005 -0.493893 1.470826 -1.602 0.597 2.444
H -0.980623 3.173197 -0.709989 0.850 -0.659 1.832